Record 1
The following is a DFT calculation (ωB97M-V/def2-TZVPD) of a cluster of 2 separate species, ClH7Si3 in total at a distorted geometry.

Computed properties:
HOMO energy (alpha / beta) in eV: -9.23 / -9.23
Energy above the lowest of the compared OMol25 structures with the same formula, charge and spin in kcal/mol: 26.9
Gap between HOMO and LUMO (alpha / beta) in eV: 7.30 / 7.30
LUMO (alpha / beta) in eV: -1.9 / -1.9
Maximum force in eV Å⁻¹: 3.74

Last column: natural (NBO) charge in e.
Positions of all 11 atoms, in Å:
Si  1.379  -0.146  -1.689  0.358
Si  -1.774  0.364  1.067  0.440
Si  -0.030  -0.809  -0.021  0.569
Cl  1.448  0.835  2.175  -0.639
H  0.667  0.223  -2.901  -0.120
H  1.934  0.989  -0.922  -0.058
H  2.347  -1.196  -2.163  -0.095
H  -2.063  -0.236  2.398  -0.095
H  -2.878  0.436  0.247  -0.170
H  -1.220  1.812  1.402  -0.057
H  0.191  -2.271  0.406  -0.133

***

Record 2
The following is a DFT calculation (ωB97M-V/def2-TZVPD) of the ion ClHNO2S2 with charge -1 at a distorted geometry.

Computed properties:
HOMO energy in eV: -3.88
Structure (SMILES): [O-][S@@]12#[S@@](Cl)(N1)O2
Energy above the lowest of the compared OMol25 structures with the same formula, charge and spin in kcal/mol: 44.6
Gap between HOMO and LUMO in eV: 7.42
LUMO in eV: 3.5
Charge: -1
Maximum force in eV Å⁻¹: 3.17

Last column: natural (NBO) charge in e.
Positions of all 7 atoms, in Å:
N  0.036  -0.113  0.992  -0.981
O  -1.824  0.730  -0.332  -1.012
O  -0.505  -1.296  -1.070  -0.928
S  1.002  -0.457  -0.808  0.453
S  -1.301  -0.556  0.144  1.578
Cl  2.673  0.774  -0.192  -0.502
H  -0.081  0.918  1.266  0.392

***

Record 3
The following is a DFT calculation (ωB97M-V/def2-TZVPD) of a cluster of 2 separate species, ClHO3S in total at a distorted geometry.

Computed properties:
HOMO energy in eV: -11.85
Structure (SMILES): O=S(=O)=O.Cl
Energy above the lowest of the compared OMol25 structures with the same formula, charge and spin in kcal/mol: 2.6
Gap between HOMO and LUMO in eV: 10.98
LUMO in eV: -0.9
Maximum force in eV Å⁻¹: 2.68

Last column: natural (NBO) charge in e.
Positions of all 6 atoms, in Å:
O  0.130  -0.916  -0.315  -0.844
O  1.303  0.146  1.483  -0.817
O  2.121  0.394  -0.866  -0.806
S  1.213  -0.147  0.089  2.465
Cl  -2.493  0.868  -0.423  -0.283
H  -2.274  -0.345  0.031  0.285

***

Record 4
The following is a DFT calculation (ωB97M-V/def2-TZVPD) of a structure of composition ClHOS at a distorted geometry.

Computed properties:
HOMO energy (alpha / beta) in eV: -10.26 / -10.26
Energy above the lowest of the compared OMol25 structures with the same formula, charge and spin in kcal/mol: 64.7
Gap between HOMO and LUMO (alpha / beta) in eV: 7.28 / 7.28
LUMO (alpha / beta) in eV: -3.0 / -3.0
Maximum force in eV Å⁻¹: 4.08

Last column: natural (NBO) charge in e.
Positions of all 4 atoms, in Å:
O  -0.300  -0.866  -0.506  -0.574
S  1.485  0.267  0.391  0.157
Cl  -1.849  -0.726  0.097  0.276
H  0.664  1.325  0.018  0.141